[1]
A cluster of 11 separate species, C52H58F12N4O25 in total at a distorted geometry, computed with ωB97M-V/def2-TZVPD.

Values from the calculation:
SMILES string: O=[N+]([O-])c1ccccc1.O=[N+]([O-])c1ccccc1.O=[N+]([O-])c1ccccc1.O=[N+]([O-])c1ccccc1.CCOC(=O)C(F)(F)F.CCOC(=O)C(F)(F)F.CCOC(=O)C(F)(F)F.CCOC(=O)C(F)(F)F.C[C@H]1COC(=O)O1.C[C@H]1COC(=O)O1.C[C@H]1COC(=O)O1
Net charge: 0
HOMO in hartree: -0.3613
Kohn-Sham gap in eV: 9.059

Atoms and positions in Å:
O (-1.9245, -2.4266, 4.8953)
N (-1.9776, -1.5490, 5.7243)
O (-1.7094, -1.6840, 6.8978)
C (-2.4058, -0.2229, 5.2969)
C (-2.5550, 0.7679, 6.2618)
C (-2.9841, 2.0192, 5.9276)
C (-3.1086, 2.2984, 4.5731)
C (-2.9113, 1.3592, 3.5652)
C (-2.6306, 0.0659, 3.9492)
H (-2.4151, 0.6017, 7.2801)
H (-3.1267, 2.8132, 6.6739)
H (-3.3456, 3.3275, 4.2172)
H (-3.0207, 1.6074, 2.5462)
H (-2.5299, -0.6716, 3.1894)
O (-0.3763, 1.8918, 0.8554)
N (-0.8142, 2.9926, 0.6295)
O (-1.2771, 3.3584, -0.4271)
C (-0.6806, 3.9776, 1.7337)
C (-0.0036, 3.6011, 2.8929)
C (0.2112, 4.6262, 3.8486)
C (-0.2989, 5.9079, 3.6333)
C (-0.9678, 6.2465, 2.4437)
C (-1.1659, 5.2539, 1.5234)
H (0.3910, 2.6529, 3.0557)
H (0.7711, 4.3706, 4.7277)
H (-0.0892, 6.6589, 4.4087)
H (-1.2246, 7.2892, 2.1470)
H (-1.5657, 5.4783, 0.5611)
O (4.3471, 2.1280, 3.6879)
N (3.8009, 2.8401, 4.4956)
O (3.8242, 4.0436, 4.5261)
C (2.8529, 2.1172, 5.4293)
C (2.0841, 1.1093, 4.8446)
C (1.0940, 0.4922, 5.6133)
C (0.9127, 0.9066, 6.9275)
C (1.7551, 1.8778, 7.5039)
C (2.7086, 2.5083, 6.7195)
H (2.3200, 0.8310, 3.8450)
H (0.4910, -0.2919, 5.1672)
H (0.1861, 0.4192, 7.6002)
H (1.6513, 2.1836, 8.5566)
H (3.3687, 3.1719, 7.2489)
O (-1.1487, -1.5904, 1.3426)
N (-0.0323, -1.0679, 1.2341)
O (0.6213, -0.6328, 2.1399)
C (0.5300, -0.9706, -0.0909)
C (-0.1361, -1.5721, -1.1367)
C (0.3706, -1.5005, -2.4628)
C (1.5158, -0.7537, -2.6082)
C (2.2521, -0.1225, -1.5564)
C (1.7525, -0.2115, -0.2745)
H (-0.9950, -2.1847, -0.9166)
H (-0.1354, -1.9349, -3.3287)
H (1.9267, -0.6302, -3.6071)
H (3.2258, 0.2438, -1.8395)
H (2.3113, 0.1426, 0.5945)
C (5.7639, 1.7439, -5.0194)
C (5.2045, 0.5085, -4.3383)
O (5.4692, 0.5877, -2.9238)
C (6.4185, -0.2124, -2.4133)
O (7.0145, -1.0800, -2.9636)
C (6.4802, 0.0067, -0.8363)
F (5.2897, -0.3420, -0.3016)
F (7.4031, -0.7323, -0.2612)
F (6.7203, 1.2912, -0.5898)
H (5.3279, 1.9115, -6.0530)
H (6.8496, 1.6236, -5.0090)
H (5.5511, 2.6628, -4.4650)
H (5.6379, -0.4308, -4.7005)
H (4.1574, 0.5500, -4.4259)
C (-0.8659, -4.5934, 2.5877)
C (0.3980, -3.8410, 3.0861)
O (1.0796, -4.6408, 4.1084)
C (1.6494, -4.0206, 5.1742)
O (1.6614, -2.8396, 5.3083)
C (2.1936, -5.1186, 6.0822)
F (1.2462, -5.6396, 6.9225)
F (2.6051, -6.1634, 5.3626)
F (3.1953, -4.6961, 6.8028)
H (-0.7075, -5.6528, 2.4967)
H (-1.0746, -4.1458, 1.5983)
H (-1.6432, -4.4646, 3.3126)
H (0.1424, -2.9322, 3.6141)
H (1.0874, -3.5610, 2.3128)
C (2.6805, 3.4615, 0.9551)
C (3.2370, 3.2460, -0.4229)
O (2.1060, 3.2195, -1.3557)
C (2.3740, 3.0441, -2.6418)
O (3.4203, 2.6892, -3.1679)
C (1.0424, 3.1644, -3.4809)
F (0.3400, 4.2331, -3.0546)
F (1.3506, 3.2853, -4.7706)
F (0.2117, 2.1271, -3.3288)
H (2.0550, 4.3763, 0.9501)
H (3.4703, 3.5822, 1.6965)
H (2.0329, 2.6016, 1.2802)
H (3.8007, 2.3154, -0.5922)
H (3.8429, 4.1173, -0.7134)
C (0.1753, 0.6569, -7.0792)
C (0.2864, -0.7106, -6.4896)
O (1.6658, -1.0573, -6.4122)
C (1.8931, -2.3252, -6.6744)
O (1.1616, -3.1693, -7.0707)
C (3.3966, -2.6742, -6.3709)
F (3.8754, -3.6090, -7.1812)
F (4.1176, -1.6166, -6.4241)
F (3.4978, -3.1739, -5.1402)
H (-0.8123, 0.9036, -7.4253)
H (0.9427, 0.6176, -7.8753)
H (0.5317, 1.3967, -6.3525)
H (-0.1815, -1.5062, -7.0334)
H (-0.1370, -0.7485, -5.5185)
C (-3.9429, 2.9247, -2.9097)
C (-2.6511, 2.2671, -3.3558)
C (-2.2945, 0.9962, -2.5563)
O (-2.2085, -0.0755, -3.4847)
C (-2.5578, 0.4211, -4.6940)
O (-2.7054, -0.3243, -5.6014)
O (-2.8392, 1.7262, -4.7404)
H (-4.8140, 2.2895, -3.1085)
H (-4.1315, 3.8911, -3.3177)
H (-3.8629, 3.0787, -1.8028)
H (-1.8869, 3.0551, -3.4327)
H (-3.0077, 0.7031, -1.8311)
H (-1.3739, 1.1357, -1.9919)
C (-5.0869, -3.0224, -4.3492)
C (-4.0055, -4.0651, -4.1126)
C (-2.6701, -3.8883, -4.8288)
O (-1.6533, -4.0054, -3.8244)
C (-2.2397, -4.1141, -2.6304)
O (-1.7235, -4.2686, -1.5741)
O (-3.6210, -4.0443, -2.7107)
H (-5.2869, -2.9598, -5.3917)
H (-4.7377, -2.0705, -4.0042)
H (-5.9674, -3.2125, -3.7326)
H (-4.4675, -5.0409, -4.2319)
H (-2.5480, -2.8811, -5.2441)
H (-2.3691, -4.5642, -5.5765)
C (-5.4842, -3.4669, 2.7310)
C (-4.5491, -2.7345, 1.8713)
C (-4.5651, -2.8371, 0.3528)
O (-4.2761, -1.5137, -0.1226)
C (-4.3003, -0.6894, 0.9572)
O (-4.0584, 0.4493, 0.9530)
O (-4.7402, -1.2675, 2.0678)
H (-6.4485, -3.2391, 2.3176)
H (-5.3153, -3.0614, 3.7360)
H (-5.2595, -4.5286, 2.6827)
H (-3.5032, -2.8746, 2.2297)
H (-5.4682, -3.1726, -0.1134)
H (-3.7313, -3.4045, -0.0862)

---

[2]
A structure of composition C52H61Ge2IMoOS4 at a distorted geometry, computed with ωB97M-V/def2-TZVPD.

Values from the calculation:
Multiplicity: 3
Net charge: 0
HOMO (alpha / beta) in hartree: -0.2875 / -0.3001
Kohn-Sham gap (alpha / beta) in eV: 6.531 / 7.564

Atoms and positions in Å:
Mo (-0.5592, -0.0041, 0.0528)
C (-1.3861, -5.3932, -5.1158)
C (-2.2298, -4.1552, -4.9753)
C (-1.7011, -2.8944, -5.2214)
C (-2.4734, -1.7470, -5.1054)
C (-1.8759, -0.3888, -5.3630)
C (-3.8195, -1.8710, -4.7306)
C (-4.3663, -3.1297, -4.4639)
C (-5.7916, -3.2941, -4.0103)
C (-3.5588, -4.2534, -4.5894)
C (-4.6602, -0.6434, -4.6506)
C (-5.2964, -0.1656, -5.7916)
C (-6.0529, 0.9929, -5.7383)
C (-6.1750, 1.6848, -4.5446)
C (-5.5459, 1.2348, -3.3862)
C (-4.7932, 0.0546, -3.4504)
Ge (-3.8449, -0.6402, -1.8431)
S (-2.0159, 0.6321, -1.6186)
S (-5.0313, -0.5358, 0.0775)
Ge (-3.6824, -2.2675, 0.6446)
S (-1.9415, -1.1711, 1.5217)
S (-3.2279, -2.8234, -1.5246)
C (-4.4086, -3.6884, 1.8726)
C (-5.7765, -3.9698, 1.7367)
C (-6.3748, -4.9456, 2.5266)
C (-5.6380, -5.6580, 3.4486)
C (-4.2917, -5.3852, 3.5898)
C (-3.6550, -4.4080, 2.8234)
C (-2.1966, -4.2947, 3.1165)
C (-1.7699, -3.6741, 4.2935)
C (-2.7032, -2.8760, 5.1654)
C (-0.4323, -3.7766, 4.6636)
C (0.4874, -4.4734, 3.8931)
C (1.9133, -4.6511, 4.3469)
C (0.0516, -5.0373, 2.6949)
C (-1.2786, -4.9731, 2.3031)
C (-1.7301, -5.6506, 1.0367)
C (-6.6634, -3.2681, 0.7649)
C (-7.3720, -2.1296, 1.1513)
C (-7.1951, -1.5000, 2.5089)
C (-8.2653, -1.5558, 0.2517)
C (-8.4809, -2.0976, -1.0027)
C (-9.4490, -1.4739, -1.9712)
C (-7.7811, -3.2464, -1.3608)
C (-6.8694, -3.8383, -0.5022)
C (-6.1097, -5.0696, -0.9194)
C (-5.7405, 2.0072, -2.1255)
C (-4.8906, 3.0635, -1.7862)
C (-3.7987, 3.5461, -2.7051)
C (-5.1143, 3.7432, -0.5903)
C (-6.1733, 3.4266, 0.2427)
C (-6.4056, 4.1708, 1.5295)
C (-7.0467, 2.4158, -0.1482)
C (-6.8509, 1.7044, -1.3196)
C (-7.8166, 0.6235, -1.7276)
H (-0.3908, -5.1532, -5.4870)
H (-1.8498, -6.0989, -5.8067)
H (-1.2789, -5.8959, -4.1527)
H (-0.6597, -2.8003, -5.5097)
H (-0.8416, -0.4748, -5.6919)
H (-1.8953, 0.2168, -4.4530)
H (-2.4415, 0.1508, -6.1240)
H (-6.3438, -2.3575, -4.0586)
H (-5.8054, -3.6416, -2.9758)
H (-6.3079, -4.0352, -4.6236)
H (-3.9789, -5.2307, -4.3719)
H (-5.1912, -0.7113, -6.7217)
H (-6.5401, 1.3643, -6.6311)
H (-6.7563, 2.5982, -4.4971)
H (-7.4350, -5.1324, 2.4035)
H (-6.1089, -6.4208, 4.0554)
H (-3.6980, -5.9359, 4.3095)
H (-3.7306, -2.9280, 4.8145)
H (-2.3972, -1.8274, 5.1626)
H (-2.6666, -3.2322, 6.1960)
H (-0.1089, -3.3125, 5.5906)
H (2.1490, -3.9859, 5.1768)
H (2.6208, -4.4610, 3.5393)
H (2.0701, -5.6776, 4.6845)
H (0.7644, -5.5682, 2.0718)
H (-0.9285, -6.2568, 0.6181)
H (-2.0242, -4.9154, 0.2826)
H (-2.5946, -6.2883, 1.2266)
H (-6.4479, -2.0235, 3.1017)
H (-8.1376, -1.5072, 3.0596)
H (-6.8772, -0.4609, 2.4000)
H (-8.8052, -0.6622, 0.5481)
H (-9.9029, -0.5763, -1.5529)
H (-10.2448, -2.1770, -2.2240)
H (-8.9432, -1.2012, -2.9000)
H (-7.9658, -3.6904, -2.3335)
H (-6.4574, -5.4307, -1.8867)
H (-6.2242, -5.8687, -0.1859)
H (-5.0419, -4.8493, -0.9995)
H (-3.6194, 2.8521, -3.5232)
H (-2.8659, 3.6812, -2.1609)
H (-4.0800, 4.5118, -3.1334)
H (-4.4432, 4.5522, -0.3188)
H (-5.6590, 4.9506, 1.6739)
H (-6.3594, 3.4903, 2.3818)
H (-7.3930, 4.6359, 1.5328)
H (-7.8966, 2.1756, 0.4830)
H (-8.6767, 0.6086, -1.0587)
H (-7.3356, -0.3574, -1.6880)
H (-8.1691, 0.7796, -2.7481)
O (0.9853, -0.8076, 1.8434)
H (0.7509, -1.7217, 2.0629)
H (0.7216, -0.2898, 2.6148)
I (1.7064, -0.0822, -1.3421)
C (-0.0838, 4.1022, 1.9029)
C (0.3554, 2.7795, 1.2660)
C (1.5550, 2.2265, 2.0361)
C (-0.8200, 1.7973, 1.2489)
H (0.7592, 4.7941, 1.9518)
H (-0.4459, 3.9309, 2.9199)
H (-0.8832, 4.5761, 1.3305)
H (0.6626, 2.9862, 0.2346)
H (1.2495, 1.9546, 3.0528)
H (2.3427, 2.9768, 2.1228)
H (1.9797, 1.3544, 1.5405)
H (-1.6892, 2.2930, 0.8046)
H (-1.1004, 1.5477, 2.2783)

---

Number 2 is which compound?
C52H61Ge2IMoOS4